Entry 1:
{
  "formula": "C30H29As2HfO5S2Te",
  "method": "ωB97M-V/def2-TZVPD",
  "gap_ev": 6.5,
  "total_energy_ev": -193758.4484,
  "total_charge": 1,
  "e_above_lowest_ev": 3.0865,
  "multiplicity": 1,
  "lumo_energy_ev": -3.540,
  "elements": ["Hf", "C", "C", "As", "C", "C", "C", "C", "C", "C", "C", "C", "C", "C", "C", "C", "As", "C", "C", "C", "C", "C", "C", "C", "C", "C", "C", "C", "C", "H", "H", "H", "H", "H", "H", "H", "H", "H", "H", "H", "H", "H", "H", "H", "H", "H", "H", "H", "H", "H", "H", "H", "H", "Te", "C", "C", "C", "C", "S", "H", "H", "H", "O", "H", "H", "O", "S", "O", "O", "O"],
  "coordinates": [[2.0169, -0.0501, -0.8449], [-1.5047, 0.0703, -0.1698], [-0.8800, 0.9326, -1.2504], [0.4376, 2.3930, -0.7482], [1.7859, 2.1048, 0.7324], [1.8044, 1.3050, 1.8740], [2.8286, 1.4158, 2.8071], [3.8311, 2.3504, 2.6278], [3.7758, 3.2210, 1.5429], [2.7716, 3.0936, 0.6060], [-0.8426, 3.3178, 0.4919], [-2.1772, 3.4674, 0.1191], [-3.0656, 4.1530, 0.9321], [-2.6311, 4.7208, 2.1199], [-1.2970, 4.6106, 2.4800], [-0.4080, 3.9192, 1.6699], [-0.1190, -1.1164, 0.6074], [-0.4974, -2.8608, -0.1852], [-0.1258, -3.9840, 0.5535], [-0.1382, -5.2399, -0.0324], [-0.5119, -5.3777, -1.3642], [-0.9010, -4.2653, -2.0967], [-0.8920, -3.0081, -1.5087], [-1.2015, -1.3135, 2.2665], [-2.3445, -2.1030, 2.1930], [-3.2358, -2.1312, 3.2530], [-2.9978, -1.3667, 4.3872], [-1.8638, -0.5743, 4.4571], [-0.9654, -0.5453, 3.3994], [-2.3126, -0.5492, -0.5657], [-1.9173, 0.6871, 0.6281], [-1.6352, 1.5024, -1.7936], [-0.3990, 0.2956, -1.9979], [1.0020, 0.6229, 2.0972], [2.8332, 0.7686, 3.6742], [4.6493, 2.4127, 3.3326], [4.5243, 3.9925, 1.4246], [2.7456, 3.7648, -0.2455], [-2.5309, 3.0565, -0.8189], [-4.1005, 4.2465, 0.6298], [-3.3248, 5.2589, 2.7518], [-0.9408, 5.0657, 3.3949], [0.6285, 3.8598, 1.9707], [0.1665, -3.8671, 1.5911], [0.1491, -6.1096, 0.5432], [-0.5038, -6.3536, -1.8318], [-1.2015, -4.3665, -3.1317], [-1.1927, -2.1504, -2.0979], [-2.5325, -2.6946, 1.3066], [-4.1213, -2.7484, 3.1812], [-3.6951, -1.3931, 5.2137], [-1.6726, 0.0325, 5.3321], [-0.0864, 0.0809, 3.4814], [1.9930, 0.3690, -3.5198], [0.3085, -0.1998, -4.7209], [0.4567, -0.4577, -6.0504], [-0.7575, -0.7825, -6.7130], [-1.8262, -0.7746, -5.8805], [-1.3649, -0.3502, -4.2827], [1.4227, -0.4229, -6.5351], [-0.8183, -1.0059, -7.7682], [-2.8636, -0.9736, -6.0971], [2.0587, -2.2979, -1.3817], [3.0140, -2.0412, -1.5308], [1.9581, -3.2405, -1.5249], [5.6784, 0.1909, -0.0956], [4.3877, -0.0742, -0.5801], [4.2028, -1.0156, -1.6966], [3.3812, -0.6057, 0.4412], [3.5855, 1.1282, -1.0537]],
  "nbo_charge": [1.639, -0.705, -0.699, 0.871, -0.393, -0.227, -0.197, -0.148, -0.196, -0.177, -0.190, -0.271, -0.194, -0.195, -0.183, -0.272, 0.869, -0.334, -0.168, -0.220, -0.197, -0.192, -0.241, -0.286, -0.169, -0.209, -0.187, -0.182, -0.227, 0.249, 0.255, 0.276, 0.224, 0.219, 0.232, 0.237, 0.241, 0.243, 0.208, 0.227, 0.228, 0.224, 0.218, 0.217, 0.232, 0.232, 0.233, 0.225, 0.219, 0.230, 0.231, 0.227, 0.208, 0.154, -0.471, -0.269, -0.243, -0.406, 0.385, 0.237, 0.239, 0.248, -0.962, 0.523, 0.548, -0.841, 2.530, -0.942, -0.997, -0.987]
}

Entry 2:
{
  "formula": "C5H6",
  "method": "ωB97M-V/def2-TZVPD",
  "gap_ev": 10.0,
  "total_energy_ev": -5279.5382,
  "e_above_lowest_ev": 1.6609,
  "multiplicity": 1,
  "lumo_energy_ev": 1.100,
  "elements": ["C", "C", "C", "C", "C", "H", "H", "H", "H", "H", "H"],
  "coordinates": [[3.0288, -0.2160, 0.0162], [1.8657, 0.1681, 0.0387], [0.4802, 0.5234, -0.0159], [-0.4748, -0.4259, -0.0084], [-1.9140, -0.0509, 0.0174], [4.0833, -0.3707, -0.1208], [0.0940, 1.5832, 0.0780], [-0.1919, -1.4822, 0.1118], [-1.9996, 1.0364, -0.1736], [-2.4255, -0.5058, -0.8438], [-2.5462, -0.2596, 0.9004]],
  "nbo_charge": [-0.227, -0.039, -0.301, -0.110, -0.655, 0.239, 0.226, 0.209, 0.209, 0.221, 0.228]
}

Entry 3:
{
  "formula": "C11H15N",
  "method": "ωB97M-V/def2-TZVPD",
  "gap_ev": 8.9,
  "total_energy_ev": -13140.3677,
  "e_above_lowest_ev": 0.4235,
  "multiplicity": 1,
  "lumo_energy_ev": 0.959,
  "elements": ["C", "C", "C", "N", "C", "C", "C", "C", "C", "C", "H", "H", "H", "H", "H", "H", "H", "H", "H", "C", "C", "H", "H", "H", "H", "H", "H"],
  "coordinates": [[-1.8314, -1.7945, -2.3711], [-1.2166, -1.6105, -1.0177], [-0.2453, -2.4133, -0.5162], [0.2923, -1.8596, 0.6366], [-0.4059, -0.6969, 0.9096], [-0.2258, 0.2545, 1.9281], [-1.0092, 1.3896, 1.8474], [-1.9801, 1.5741, 0.8576], [-2.1477, 0.6457, -0.1475], [-1.3468, -0.5037, -0.1071], [-2.7023, -1.1790, -2.6170], [-2.0897, -2.8463, -2.4974], [-1.1263, -1.5826, -3.1747], [0.0731, -3.3755, -0.8775], [0.5625, -2.4568, 1.4033], [0.5679, 0.1507, 2.6533], [-0.9480, 2.0782, 2.6878], [-2.6111, 2.4475, 0.8948], [-2.7414, 0.8311, -1.0351], [2.4534, 2.0820, 0.2657], [2.8446, 0.6406, -0.0756], [1.3990, 2.1863, 0.0188], [2.5616, 2.2836, 1.3344], [3.0219, 2.8363, -0.2829], [2.0474, -0.0097, 0.2455], [2.9458, 0.5792, -1.1677], [3.8581, 0.3492, 0.2044]],
  "nbo_charge": [-0.634, -0.074, -0.035, -0.558, 0.201, -0.257, -0.217, -0.237, -0.180, -0.123, 0.218, 0.219, 0.219, 0.208, 0.402, 0.217, 0.212, 0.213, 0.212, -0.606, -0.615, 0.209, 0.196, 0.200, 0.214, 0.198, 0.200]
}

Entry 4:
{
  "formula": "C37H37CdN10S2",
  "method": "ωB97M-V/def2-TZVPD",
  "gap_ev": 6.2,
  "total_energy_ev": -80107.6071,
  "total_charge": -1,
  "e_above_lowest_ev": 1.9261,
  "multiplicity": 1,
  "lumo_energy_ev": 2.236,
  "elements": ["Cd", "C", "C", "C", "C", "C", "N", "C", "C", "C", "C", "C", "C", "C", "N", "C", "C", "C", "N", "C", "C", "N", "C", "C", "C", "N", "H", "H", "H", "H", "H", "H", "H", "H", "H", "H", "H", "H", "H", "H", "H", "H", "H", "H", "C", "N", "C", "C", "C", "C", "C", "N", "C", "C", "C", "C", "C", "C", "H", "H", "H", "H", "H", "H", "H", "H", "H", "H", "H", "S", "C", "N", "C", "C", "C", "N", "H", "H", "H", "H", "H", "H", "H", "H", "S", "C", "N"],
  "coordinates": [[0.0042, -0.4495, -1.3132], [-4.9234, 0.8468, 2.5779], [-4.1252, 1.0338, 1.3117], [-4.5603, 0.5100, 0.0961], [-3.7600, 0.5429, -1.0309], [-2.4807, 1.1107, -1.0193], [-1.5649, 1.0256, -2.0845], [-1.8911, 1.4997, -3.3197], [-3.1140, 2.1549, -3.6247], [-3.4312, 2.6227, -4.8891], [-2.5512, 2.5092, -5.9565], [-2.8771, 3.0309, -7.3372], [-1.3193, 1.9405, -5.6729], [-0.9794, 1.4510, -4.4198], [0.3624, 0.9370, -4.2950], [1.0749, 0.3209, -5.2702], [2.3583, 0.1682, -4.8144], [2.3285, 0.7237, -3.5214], [1.1248, 1.1844, -3.2071], [-2.0617, 1.6394, 0.2119], [-2.8669, 1.6020, 1.3465], [-0.7381, 2.2055, 0.3482], [-0.4048, 3.3367, 1.0054], [0.9595, 3.4850, 0.9094], [1.3832, 2.3580, 0.1821], [0.3575, 1.5953, -0.1527], [-5.9973, 0.8991, 2.3858], [-4.6983, -0.1369, 3.0026], [-4.6689, 1.6019, 3.3241], [-5.5247, 0.0114, 0.0483], [-4.0901, 0.0702, -1.9450], [-3.8268, 2.2893, -2.8266], [-4.3942, 3.1025, -5.0445], [-3.9224, 3.3388, -7.3957], [-2.2640, 3.8976, -7.6036], [-2.7142, 2.2711, -8.1064], [-0.5683, 1.9074, -6.4573], [0.6115, 0.0036, -6.1912], [3.1777, -0.3242, -5.3171], [3.1206, 0.7691, -2.7857], [-2.4625, 1.9577, 2.2887], [-1.1594, 3.9503, 1.4746], [1.5595, 4.2899, 1.3051], [2.3799, 2.0787, -0.1352], [2.8700, -1.0100, 0.8647], [2.1115, -1.2661, -0.3486], [2.6076, -2.1062, -1.1873], [1.9610, -2.4928, -2.4065], [2.3786, -3.4158, -3.3696], [1.3610, -3.4576, -4.3325], [0.3799, -2.5502, -3.8974], [0.7393, -1.9692, -2.7428], [2.4230, -1.7947, 2.0834], [3.2904, -1.9025, 3.1688], [2.8937, -2.5388, 4.3387], [1.6115, -3.0692, 4.4373], [0.7407, -2.9640, 3.3582], [1.1463, -2.3377, 2.1840], [2.7640, 0.0504, 1.1095], [3.9344, -1.2046, 0.7019], [3.5842, -2.5618, -0.9904], [3.2999, -3.9849, -3.3534], [1.3218, -4.0684, -5.2250], [-0.5623, -2.3041, -4.3699], [4.2926, -1.4855, 3.0957], [3.5862, -2.6272, 5.1686], [1.2967, -3.5674, 5.3473], [-0.2697, -3.3523, 3.4226], [0.4531, -2.2532, 1.3534], [-0.0597, 0.3287, 2.8821], [0.8362, 0.0624, 4.2622], [2.0833, 0.5786, 4.4426], [3.0162, 0.1142, 5.4623], [2.2389, -0.2246, 6.7176], [1.1871, -1.2524, 6.3518], [0.3677, -0.7283, 5.2644], [2.4247, 1.0725, 3.6380], [3.7461, 0.8973, 5.6520], [3.5545, -0.7748, 5.1190], [1.7479, 0.6783, 7.0902], [2.9006, -0.6089, 7.4944], [0.5422, -1.4668, 7.2022], [1.6739, -2.1869, 6.0516], [-0.4760, -1.2162, 5.0072], [-1.6712, -2.3579, -0.4044], [-2.3518, -2.0906, 1.1127], [-2.8380, -1.9536, 2.1622]],
  "mulliken_charge": [2.309, -1.629, 0.338, -0.837, 0.340, -0.044, 0.424, 0.447, -0.796, -1.293, 0.315, -1.505, -0.293, 0.032, 0.489, -0.288, -1.153, -0.219, -0.520, -0.357, -0.100, 0.311, -0.177, -1.290, -0.818, 0.573, 0.403, 0.264, 0.379, 0.314, 0.551, 0.378, 0.278, 0.359, 0.303, 0.320, 0.497, 0.475, 0.390, 0.466, 0.266, 0.455, 0.426, 0.487, -1.814, 0.274, 0.080, -0.208, -1.082, -0.713, -1.099, 0.282, 1.357, -0.774, -0.687, -0.811, -0.626, 0.129, 0.132, 0.314, 0.317, 0.457, 0.428, 0.546, 0.349, 0.609, 0.559, 0.499, -0.065, 0.273, -0.851, -0.060, -0.439, -0.795, -0.307, -0.027, 0.298, 0.439, -0.029, 0.333, 0.438, 0.410, -0.051, 0.373, -0.503, 0.446, -0.676]
}